Density functional theory data (ωB97M-V/def2-TZVPD) for an isolated ion of composition C4H10NO and charge -1.

Geometry as XYZ:
```
16
Properties=species:S:1:pos:R:3
O -1.203 -0.647 1.899
N 0.045 1.187 -1.663
C 1.252 0.912 0.545
C -1.138 -1.476 0.837
C 0.006 0.513 -0.279
C -0.205 -0.968 -0.360
H -0.469 2.052 -1.507
H 2.187 0.406 0.311
H 0.921 0.641 1.558
H -0.822 0.995 0.225
H 1.336 1.999 0.512
H 0.737 -1.535 -0.391
H -0.741 -1.395 -1.219
H 0.976 1.542 -1.833
H -2.121 -1.708 0.370
H -0.761 -2.520 0.994
```

E_tot: -288.3627 hartree
ΔE to the lowest compared entry with this formula, charge and spin: 0.786 eV
Kohn-Sham gap: 6.52 eV
Largest force on an atom: 0.0447 Eh/bohr
Molar mass: 88.1 g mol⁻¹
HOMO level: -0.082 Eh
LUMO energy: 4.28 eV
SMILES: C[C@@H](N)CC[O-]
Total charge: -1